Molecular formula: C20H19B11Br7F4NaO3PS
Method: DFT, wB97M-V/def2-TZVPD

Each line ends with the Löwdin charge.
Atoms and positions in Å:
Na: 0.79233 -1.10776 -1.01729  0.259
Br: 2.29743 0.67300 -2.32273  0.984
B: 3.15854 2.14049 -1.35459  -0.865
B: 4.59216 1.85315 -0.33911  -0.232
C: 4.49695 3.06191 0.85148  0.060
B: 3.03400 2.31546 0.39060  -0.277
B: 3.11518 4.04931 0.78949  -0.224
B: 4.71456 4.63938 0.30562  -0.231
B: 5.62273 3.29314 -0.38470  -0.227
B: 4.76036 2.71856 -1.87902  -0.904
Br: 5.68170 1.94039 -3.35851  0.972
B: 4.85755 4.48555 -1.47689  -0.875
Br: 5.89479 5.69458 -2.49706  1.071
B: 3.25643 4.95548 -0.73374  -0.892
Br: 2.50027 6.68795 -0.92614  1.017
B: 2.23584 3.48184 -0.66832  -0.904
Br: 0.31183 3.60076 -0.85566  0.912
B: 3.28829 3.75412 -2.08832  -0.972
Br: 2.57103 4.14677 -3.82110  0.924
H: 5.06450 0.80122 -0.11495  0.171
H: 4.89215 2.82779 1.82923  0.196
H: 2.48512 1.56420 1.11537  0.121
H: 2.61248 4.46575 1.76539  0.172
H: 5.26935 5.43868 0.96183  0.170
H: 6.77685 3.20893 -0.19007  0.171
F: -3.81514 0.30679 5.39222  0.164
C: -3.38920 -0.12999 4.21968  -0.116
C: -4.22812 -0.86891 3.39748  -0.117
F: -5.46557 -1.14976 3.77623  0.157
C: -3.75376 -1.30519 2.16257  -0.201
F: -4.59722 -1.97723 1.37517  0.114
C: -2.45796 -1.06228 1.74544  -0.260
P: -1.96799 -1.67788 0.11588  1.161
C: -2.55449 -3.31612 -0.23556  -0.351
C: -2.42095 -3.77963 -1.54661  -0.092
C: -2.73955 -5.09105 -1.84707  -0.049
C: -3.17844 -5.94108 -0.84353  -0.041
C: -3.28434 -5.48948 0.46651  -0.043
C: -2.95628 -4.18568 0.77862  -0.074
C: -2.77818 -0.49469 -0.99607  -0.309
C: -2.37229 0.84278 -0.87406  -0.104
C: -2.97010 1.82206 -1.64133  -0.066
C: -3.96390 1.47563 -2.54534  -0.047
C: -4.35769 0.15225 -2.68363  -0.052
C: -3.76204 -0.83985 -1.92749  -0.062
C: -1.64593 -0.26698 2.55770  -0.531
Br: 0.00064 0.46040 1.98531  0.960
C: -2.10276 0.18361 3.78094  -0.252
F: -1.34667 0.95309 4.55502  0.098
H: -2.05634 -3.12707 -2.33201  0.116
H: -2.63583 -5.44968 -2.85912  0.115
H: -3.42702 -6.96444 -1.07847  0.114
H: -3.60910 -6.16094 1.24756  0.117
H: -3.00004 -3.85288 1.80708  0.118
H: -1.59847 1.11445 -0.16921  0.036
H: -2.66348 2.85058 -1.53768  0.092
H: -4.43494 2.24032 -3.14376  0.115
H: -5.14047 -0.10797 -3.37897  0.115
H: -4.09464 -1.85995 -2.02651  0.105
C: 2.03798 -3.49614 1.58546  -0.107
S: 0.63896 -3.55937 0.50646  0.482
O: 0.10547 -4.88228 0.52981  -0.251
O: 1.07266 -3.04965 -0.79561  -0.386
O: -0.29705 -2.51978 1.11270  -0.486
H: 2.76454 -4.20475 1.20434  0.080
H: 1.71284 -3.78765 2.57848  0.079
H: 2.45046 -2.49422 1.60056  0.064

Computed properties:
F_max (eV/A): 1.4
Charge: +1
Energy relative to the best compared isomer or geometry (same formula, charge and spin) (kJ/mol): 410.48
E_LUMO (alpha / beta) (eV): -4.837 / -8.004
E (Ha): -20592.1563

Molecular formula: C18H34ClF4N2O4P
Method: DFT, wB97M-V/def2-TZVPD

Each line ends with the Löwdin charge.
Atoms and positions in Å:
C: 3.22844 -3.37064 0.84496  -0.138
O: 2.91927 -2.11496 1.49873  -0.256
C: 3.78457 -1.13851 0.88071  -0.256
C: 3.76059 0.25876 1.64870  -0.152
C: 2.47878 0.41553 2.57860  -0.115
C: 1.09508 0.54972 1.73262  -0.332
C: 0.09970 1.35953 2.66092  -0.121
C: -0.19548 0.48038 3.98773  -0.094
C: 0.01163 1.31365 5.31561  -0.114
F: 0.54298 0.56866 6.41016  -0.005
C: -0.34614 2.68525 5.45292  -0.176
F: 0.57103 3.65306 5.07506  0.071
F: -1.60129 3.05797 5.95853  0.058
O: 1.44807 1.10862 0.48362  -0.106
C: 0.43591 1.23536 -0.51534  -0.210
C: -0.45480 2.57947 -0.32968  -0.244
C: -0.31184 3.55065 -1.60307  -0.040
F: -1.79962 2.33295 0.02649  -0.032
C: -0.40311 -0.05287 -0.91276  -0.523
O: -1.32155 -0.50714 0.12204  -0.061
N: -1.14164 -0.05997 -2.16604  -0.123
C: -0.52314 0.50459 -3.35750  -0.276
N: -0.83237 -0.23936 -4.63114  0.015
C: -2.59943 0.08475 -2.14643  -0.151
C: -3.45934 -1.27350 -2.28483  -0.346
C: -2.77709 -2.40685 -3.16533  -0.126
C: -4.01991 -1.80263 -0.86866  -0.094
P: 0.88383 -1.50277 -0.98972  0.767
O: 1.79996 -1.39482 -2.41913  -0.343
Cl: -0.15919 -3.35302 -1.15346  0.256
H: 4.15812 -3.85118 1.27422  0.095
H: 2.35254 -4.09207 0.88785  0.088
H: 3.41669 -3.15909 -0.25422  0.081
H: 4.84895 -1.55983 0.92414  0.126
H: 3.55025 -0.94094 -0.20933  0.092
H: 4.66968 0.24829 2.34384  0.113
H: 3.93667 1.14873 0.96051  0.117
H: 2.44686 -0.44084 3.30881  0.116
H: 2.59060 1.42129 3.11071  0.126
H: 0.70341 -0.52557 1.69099  0.125
H: -0.89595 1.42643 2.13014  0.105
H: 0.42272 2.41627 2.89695  0.116
H: -1.30645 0.20811 3.98483  0.132
H: 0.35607 -0.50664 3.99061  0.113
H: 1.05180 1.50005 -1.44555  0.142
H: 0.04727 3.15056 0.52264  0.146
H: -1.11371 3.37207 -2.37690  0.072
H: 0.71379 3.51392 -2.06905  0.088
H: -0.47477 4.60603 -1.20561  0.086
H: -0.95930 -1.29875 0.56414  0.055
H: 0.59569 0.63655 -3.34456  0.118
H: -0.95216 1.55953 -3.52404  0.108
H: -0.14996 0.00347 -5.35518  0.070
H: -1.78552 0.00759 -4.90880  0.063
H: -2.87927 0.68064 -3.08802  0.123
H: -3.05860 0.66490 -1.29602  0.114
H: -4.40385 -0.96240 -2.85444  0.122
H: -2.99993 -3.40294 -2.64848  0.070
H: -1.67060 -2.29859 -3.32406  0.017
H: -3.29987 -2.47103 -4.17056  0.073
H: -5.05609 -2.24066 -0.94062  0.075
H: -4.08926 -0.90642 -0.16245  0.073
H: -3.24401 -2.49821 -0.43300  0.058
H: 1.36430 -1.93115 -3.11381  0.047

Computed properties:
F_max (eV/A): 3.4
SMILES string: COCCC[C@@H](CCC(F)=C(F)F)O[C@H]([C@@H](C)F)[C@@](O)(N(CN)CC(C)C)P(O)Cl
E_LUMO (eV): -1.129
E (Ha): -2317.4284

Molecular formula: C8H11O3
Method: DFT, wB97M-V/def2-TZVPD

Each line ends with the Löwdin charge.
Atoms and positions in Å:
C: 2.42807 -0.27912 1.26081  -0.019
C: 1.44652 -0.88741 0.27847  -0.436
C: 0.33168 -1.65171 0.90476  -0.010
C: -0.97929 -1.41798 0.64727  -0.017
C: -1.48215 -0.29773 -0.11851  -0.417
C: -0.80859 1.12889 0.36515  -0.192
C: -0.40559 2.02516 -0.63657  -0.172
O: 0.77863 2.63357 -0.56775  0.005
O: -2.16516 0.75282 0.56345  0.015
C: -1.84313 -0.48277 -1.54611  -0.005
O: 1.57294 -0.72577 -0.94432  0.069
H: 1.87692 0.21191 2.07615  0.086
H: 3.05679 -1.07300 1.69179  0.091
H: 3.05875 0.44441 0.73258  0.087
H: 0.61716 -2.45652 1.59271  0.119
H: -1.71130 -2.15250 0.99875  0.123
H: -0.19387 1.07044 1.27976  0.151
H: -1.05522 2.35140 -1.45886  0.126
H: 1.28462 2.43898 -1.38126  0.124
H: -1.05123 -1.04986 -2.06012  0.096
H: -2.77206 -1.07429 -1.64657  0.096
H: -1.98449 0.49109 -2.03157  0.080

Computed properties:
F_max (eV/A): 3.2
Expectation value of S²: 0.7618
Energy relative to the best compared isomer or geometry (same formula, charge and spin) (kJ/mol): 0.00
E_LUMO (alpha / beta) (eV): 0.414 / 0.379
E (Ha): -537.0064
2S+1: 2